No. 1
{
  "formula": "C4H31N3O9S",
  "method": "wB97M-V/def2-TZVPD",
  "symbols": ["N", "C", "N", "C", "C", "N", "C", "S", "H", "H", "H", "H", "H", "H", "H", "H", "H", "H", "H", "H", "H", "O", "H", "H", "O", "H", "H", "O", "H", "H", "O", "H", "H", "O", "H", "H", "O", "H", "H", "O", "H", "H", "O", "H", "H", "O", "H", "H"],
  "xyz": [[0.524650, 1.862461, -0.757612], [-0.781858, 2.332705, -1.078437], [-1.843957, 1.894351, -0.146281], [-2.248562, 0.504312, -0.302478], [-2.739104, -0.171008, 1.017117], [-1.965400, -1.211912, 1.673768], [-3.338303, 0.336204, -1.410972], [-3.490666, -1.175875, -2.267140], [0.966844, 2.181738, 0.082327], [0.662924, 0.915790, -1.064056], [-1.112901, 2.246825, -2.137725], [-0.752981, 3.425883, -1.049584], [-2.596196, 2.559042, -0.070608], [-1.336311, -0.056010, -0.606569], [-3.770591, -0.535143, 0.848746], [-3.043677, 0.604353, 1.738356], [-1.013362, -1.007320, 1.855177], [-2.585410, -1.643886, 2.341945], [-4.236480, 0.852799, -1.069082], [-2.964631, 0.942336, -2.255881], [-2.539763, -1.957538, -1.806318], [3.315267, -0.246472, -2.152750], [3.749760, -0.651713, -1.375266], [3.906521, -0.115616, -2.900657], [2.783306, 1.075230, 3.846746], [2.202009, 0.987665, 3.080431], [2.828380, 0.193892, 4.225750], [0.117298, -3.057705, 1.299234], [0.076402, -2.136215, 1.544805], [-0.663108, -3.166702, 0.723431], [2.287155, 0.444386, 0.759758], [2.596989, 0.976593, 0.017149], [2.550820, -0.481249, 0.718721], [3.064027, -3.238679, 1.293277], [2.455773, -3.984437, 1.244441], [2.634107, -2.549087, 1.802833], [0.713405, 0.289129, -4.167312], [0.899071, 0.192071, -5.104560], [0.287282, -0.538937, -3.913229], [2.425786, -2.103387, -3.667016], [2.315173, -1.665467, -4.513519], [2.664323, -1.501490, -2.921994], [-1.715950, 2.033528, 3.744985], [-1.085694, 1.332681, 3.923599], [-1.690126, 2.199580, 2.796628], [0.316197, 0.850228, 2.402720], [-0.061950, 1.264690, 1.604515], [1.233516, 0.697379, 2.152588]],
  "forces_ev_per_angstrom": [[-0.69, -0.27, -1.66], [-0.91, 1.81, 0.05], [0.97, -0.46, 0.41], [-0.10, -1.29, 0.20], [-1.58, 1.14, 0.43], [-1.68, -0.17, -2.12], [2.38, 2.50, -0.16], [-1.62, -1.62, -0.97], [-0.35, -0.09, 0.12], [0.51, -0.07, 0.46], [0.79, -1.04, 0.35], [-0.11, 0.09, 0.57], [-0.27, -0.03, -0.10], [-0.45, 0.29, -0.02], [0.60, -0.67, -0.39], [0.73, 0.53, -0.08], [0.02, 0.76, 1.13], [1.02, -0.15, 0.49], [-0.43, -0.75, 0.01], [-0.23, 0.46, 0.60], [0.61, -0.03, 0.75], [-0.26, 0.31, 1.36], [0.34, 0.32, -1.07], [0.48, -0.08, 0.43], [0.15, -0.05, -0.13], [0.69, 0.38, 0.91], [0.01, -0.04, 0.10], [0.00, -0.69, -0.53], [0.05, -0.02, -0.02], [0.41, 0.18, 0.52], [0.29, -0.15, 0.40], [0.31, -0.60, -0.16], [0.29, 0.25, -0.56], [0.66, 0.15, -0.22], [-0.28, 0.37, 0.07], [-0.31, -0.41, 0.16], [-0.12, 0.05, 0.07], [-0.11, 0.06, -0.11], [0.11, 0.02, -0.02], [-0.10, -1.19, 0.20], [0.16, 0.43, 0.49], [-0.51, -0.01, -1.28], [-0.70, 0.36, 0.30], [0.21, 0.05, -0.34], [0.17, -0.17, 0.14], [-0.49, -0.10, -0.09], [0.02, -0.20, 0.22], [-0.66, -0.16, -0.92]],
  "nbo_charge": [-0.867, -0.068, -0.676, -0.056, -0.235, -0.874, -0.581, -0.013, 0.373, 0.380, 0.182, 0.191, 0.374, 0.190, 0.191, 0.179, 0.363, 0.389, 0.225, 0.215, 0.122, -0.946, 0.492, 0.503, -0.914, 0.448, 0.464, -0.949, 0.457, 0.490, -0.985, 0.512, 0.495, -0.950, 0.494, 0.458, -0.944, 0.465, 0.479, -1.000, 0.463, 0.490, -0.952, 0.488, 0.465, -0.973, 0.487, 0.460],
  "e_tot_ev": -38381.7839,
  "lumo_energy_ev": -0.1,
  "smiles": "NCN[C@@H](CN)CS.O.O.O.O.O.O.O.O.O",
  "charge": 0,
  "homo_energy_ha": -0.3346,
  "orbital_gap_ev": 9.0,
  "relative_energy_kj_mol": 196.8
}



No. 2
{
  "formula": "C4H31NO12S",
  "method": "wB97M-V/def2-TZVPD",
  "symbols": ["C", "C", "O", "N", "C", "C", "S", "H", "H", "H", "H", "H", "H", "H", "H", "H", "O", "H", "H", "O", "H", "H", "O", "H", "H", "O", "H", "H", "O", "H", "H", "O", "H", "H", "O", "H", "H", "O", "H", "H", "O", "H", "H", "O", "H", "H", "O", "H", "H"],
  "xyz": [[-1.839722, 1.373544, 0.243101], [-0.624470, 0.503963, 0.305788], [-0.561433, -0.262022, 1.310353], [0.352470, 0.358334, -0.744194], [1.735141, -0.154866, -0.429137], [2.752550, 0.910915, -0.669702], [4.411940, 0.468305, -0.283171], [-2.465974, 0.989472, -0.610205], [-2.480741, 1.255251, 1.148176], [-1.487335, 2.407392, 0.102629], [0.308396, 1.103386, -1.566124], [1.832809, -0.569263, 0.582175], [1.802093, -1.056955, -1.078686], [2.550732, 1.932594, -0.130526], [2.619659, 1.205746, -1.769924], [4.220678, 0.232122, 1.112567], [-2.864735, -1.429751, 2.928534], [-2.313658, -0.744173, 2.473085], [-2.186455, -2.066921, 3.196727], [2.029846, 0.227138, -3.733521], [2.648123, -0.353022, -4.181225], [1.622663, -0.331368, -3.134775], [1.167183, -2.194434, -3.225174], [0.394266, -2.510525, -2.593389], [1.676594, -2.970678, -3.315587], [-1.133100, -4.588851, 0.081338], [-0.185815, -4.916110, 0.454442], [-1.317773, -3.843760, 0.848123], [0.735227, -2.752419, 1.373800], [0.009193, -2.168705, 0.921086], [0.089697, -3.228267, 2.033729], [0.630102, 3.477408, -1.420042], [0.492256, 3.663018, -0.443152], [1.396498, 3.748892, -1.821408], [-0.022933, 0.015811, 4.091401], [-0.515775, -0.264049, 3.337969], [0.229012, -0.771014, 4.720619], [-0.569585, 4.337008, 1.117699], [-0.442422, 3.739200, 1.859503], [-1.582989, 4.026596, 0.843507], [-2.070195, 0.867084, -2.503994], [-1.638894, -0.028614, -2.530004], [-1.345798, 1.346873, -2.888097], [-1.583941, -2.712524, -2.125012], [-1.633428, -3.134158, -1.359367], [-2.340480, -2.608478, -2.573727], [-0.926300, 2.833434, 3.173137], [-0.386861, 2.637715, 4.103226], [-1.186318, 1.999726, 2.767430]],
  "forces_ev_per_angstrom": [[-0.57, -0.10, -0.75], [1.41, -2.35, 0.15], [0.34, 0.92, -1.41], [-1.78, 2.51, 0.80], [-1.52, -1.13, -0.12], [-1.15, 3.19, -1.04], [0.78, -0.80, 1.52], [0.74, 0.99, 0.82], [0.89, 0.14, -0.42], [-0.64, -0.46, -0.37], [0.22, -1.79, 2.74], [-0.64, 0.40, -0.04], [0.79, 0.74, 0.20], [-0.18, -2.13, -0.66], [0.96, -0.43, 1.36], [0.14, 0.35, -1.81], [1.04, 0.53, -0.51], [-0.68, -0.72, 0.24], [-0.36, 0.09, 0.11], [1.40, 2.46, -1.82], [0.03, 0.01, -0.15], [-1.36, -2.07, 1.67], [-3.26, -0.07, 2.33], [1.79, 0.99, -1.97], [1.08, -1.39, -0.25], [2.40, 1.69, 4.37], [-3.16, 1.15, -1.60], [0.38, -2.90, -3.02], [-4.11, -0.32, 0.81], [2.26, -0.74, 1.03], [2.31, 1.20, -1.41], [-3.87, -1.62, 2.18], [0.70, 0.40, -1.51], [2.93, 1.31, -0.67], [1.55, -1.21, 3.26], [-0.21, -0.87, -0.87], [-1.06, 2.22, -2.31], [-3.93, -0.91, -2.35], [0.20, -0.14, 0.89], [3.99, 1.71, 1.05], [0.63, -2.02, -0.66], [-0.95, 0.71, 0.24], [0.29, 1.12, -0.49], [5.41, 2.96, -3.02], [-0.83, -3.25, 5.13], [-4.38, 0.24, -2.12], [1.93, -0.38, 3.78], [-2.25, 0.18, -3.94], [0.30, -0.39, 0.59]],
  "nbo_charge": [-0.747, 0.723, -0.757, -0.660, -0.259, -0.600, -0.010, 0.306, 0.221, 0.232, 0.434, 0.240, 0.218, 0.227, 0.269, 0.129, -0.937, 0.479, 0.453, -0.949, 0.473, 0.478, -0.984, 0.511, 0.473, -0.953, 0.495, 0.457, -0.934, 0.491, 0.440, -1.005, 0.520, 0.478, -0.975, 0.486, 0.483, -0.963, 0.495, 0.462, -0.936, 0.479, 0.474, -0.954, 0.487, 0.478, -0.978, 0.524, 0.486],
  "e_tot_ev": -41543.6959,
  "lumo_energy_ev": -0.3,
  "smiles": "CC(=O)NCCS.O.O.O.O.O.O.O.O.O.O.O",
  "charge": 0,
  "homo_energy_ha": -0.3340,
  "orbital_gap_ev": 8.7,
  "relative_energy_kj_mol": 554.5
}